No. 1
A structure of composition C6H16N2O2 in a non-equilibrium geometry, computed with wB97M-V/def2-TZVPD.

CARTESIAN COORDINATES (ANGSTROEM)
C (-0.916, 1.010, -0.475)
C (-0.553, 2.059, 0.567)
C (-1.375, 1.701, -1.748)
C (0.361, -0.394, -1.065)
N (-0.483, -1.393, -1.488)
O (-2.024, 0.216, 0.042)
O (1.352, -0.048, -1.678)
H (-2.811, 0.781, 0.125)
H (-1.405, -1.350, -1.051)
H (-0.170, -1.836, -2.341)
H (0.335, 2.623, 0.264)
H (-0.574, 2.316, -2.170)
H (-1.394, 2.739, 0.780)
H (-0.343, 1.600, 1.540)
H (-1.672, 0.981, -2.517)
H (-2.243, 2.358, -1.571)
C (2.421, -0.689, 1.142)
C (0.523, -2.206, 1.419)
N (1.039, -1.001, 0.752)
H (0.477, -0.158, 0.986)
H (3.084, -1.506, 0.859)
H (1.095, -3.089, 1.129)
H (2.464, -0.501, 2.217)
H (2.750, 0.224, 0.646)
H (0.580, -2.076, 2.501)
H (-0.518, -2.357, 1.136)

Output
Strongest force on any atom = 3.4 eV/A
E_LUMO = 0.74 eV
Net charge = 0
Gap between HOMO and LUMO = 0.326 hartree

---

No. 2
A structure of composition C6H16N4 in a non-equilibrium geometry, computed with wB97M-V/def2-TZVPD.

CARTESIAN COORDINATES (ANGSTROEM)
C (-0.913, 0.740, -0.245)
C (0.911, 0.715, 0.455)
C (-1.535, -0.726, 1.568)
C (-3.064, -0.252, -0.256)
C (1.319, -0.612, -1.528)
C (3.064, 0.057, -0.051)
N (-1.754, -0.057, 0.322)
N (1.677, 0.130, -0.337)
N (-1.000, 1.265, -1.405)
N (1.247, 1.383, 1.517)
H (-2.006, -0.243, 2.494)
H (-2.141, -1.691, 1.628)
H (-0.527, -1.044, 1.828)
H (-3.607, 0.593, -0.663)
H (-2.844, -1.102, -0.978)
H (-3.859, -0.697, 0.408)
H (1.601, -1.726, -1.335)
H (0.187, -0.812, -1.753)
H (1.782, -0.408, -2.514)
H (3.446, 0.906, 0.452)
H (3.516, -0.955, 0.221)
H (3.611, -0.064, -0.983)
H (-0.149, 1.721, -1.736)
H (-2.013, 1.461, -1.813)
H (0.534, 2.043, 1.905)
H (2.314, 1.367, 1.739)

Output
Strongest force on any atom = 6.4 eV/A
E_LUMO = -7.56 eV
Net charge = +2
Gap between HOMO and LUMO = 0.394 hartree

---

No. 3
The molecule C6H16N4S in a non-equilibrium geometry, computed with wB97M-V/def2-TZVPD.

CARTESIAN COORDINATES (ANGSTROEM)
C (-2.489, 1.555, 0.782)
C (-2.084, 1.424, -0.668)
C (-2.518, 0.224, 0.155)
C (3.187, -0.894, -0.715)
C (2.730, 1.397, 0.398)
C (2.159, 0.164, -0.319)
N (-3.852, -0.268, -0.041)
N (0.340, -2.715, 0.275)
N (-1.528, -0.787, 0.382)
N (1.027, -0.425, 0.474)
S (-0.080, -1.335, -0.380)
H (-1.761, 1.959, 1.353)
H (-3.455, 2.008, 0.969)
H (-2.619, 1.775, -1.544)
H (-1.102, 1.399, -0.945)
H (-3.804, -1.145, 0.461)
H (2.722, -1.845, -0.896)
H (3.751, -0.511, -1.599)
H (3.786, -1.124, 0.135)
H (3.182, 1.905, -0.453)
H (3.377, 1.078, 1.237)
H (1.808, 1.793, 0.837)
H (1.719, 0.493, -1.276)
H (-4.142, -0.536, -1.093)
H (-0.137, -3.435, -0.183)
H (-1.521, -1.178, 1.368)
H (1.305, -0.977, 1.285)

Output
Strongest force on any atom = 5.0 eV/A
E_LUMO (alpha / beta) = 0.88 / -2.29 eV
Net charge = 0
2S+1 = 3
Gap between HOMO and LUMO (alpha / beta) = 0.177 / 0.244 hartree

---

No. 4
A cluster of 2 separate species, C6H16NO in total in a non-equilibrium geometry, computed with wB97M-V/def2-TZVPD.

CARTESIAN COORDINATES (ANGSTROEM)
C (2.163, 0.479, -1.434)
C (1.165, 0.040, -0.454)
C (0.727, 1.221, 0.379)
C (-0.670, 0.968, 1.010)
C (-0.755, -0.911, 2.591)
C (-0.322, 0.321, 2.372)
N (-0.103, -0.433, -1.281)
H (3.031, 1.103, -0.951)
H (2.662, -0.271, -2.128)
H (1.806, 1.179, -2.219)
H (1.560, -0.704, 0.165)
H (1.427, 1.773, 1.186)
H (0.566, 2.140, -0.346)
H (-1.554, 0.354, 0.580)
H (-1.291, 1.854, 1.296)
H (-1.298, -1.416, 1.878)
H (-0.663, -1.354, 3.561)
H (0.242, 0.916, 3.149)
H (-0.502, 0.447, -1.740)
H (-0.779, -0.892, -0.701)
H (0.209, -1.207, -1.904)
H (-2.726, -1.998, -0.963)
H (-2.664, -2.021, -2.404)
O (-2.232, -1.588, -1.642)

Output
Strongest force on any atom = 4.7 eV/A
E_LUMO (alpha / beta) = 0.05 / 0.41 eV
Net charge = 0
2S+1 = 2
Gap between HOMO and LUMO (alpha / beta) = 0.078 / 0.379 hartree

---

No. 5
A cluster of 2 separate species, C6H16NO in total in a non-equilibrium geometry, computed with wB97M-V/def2-TZVPD.

CARTESIAN COORDINATES (ANGSTROEM)
C (1.917, 0.811, 0.047)
C (0.877, -0.096, 0.692)
C (-0.573, 0.450, 0.748)
C (-0.889, 1.666, -0.124)
C (-2.992, 2.235, -1.317)
C (-2.377, 1.906, -0.193)
N (0.832, -1.428, -0.012)
H (2.733, 0.237, -0.387)
H (1.527, 1.462, -0.708)
H (2.338, 1.409, 0.839)
H (1.153, -0.323, 1.711)
H (-1.283, -0.339, 0.522)
H (-0.761, 0.813, 1.764)
H (-0.520, 1.617, -1.153)
H (-0.373, 2.562, 0.247)
H (-2.510, 2.552, -2.228)
H (-4.065, 2.404, -1.366)
H (-2.937, 1.755, 0.725)
H (0.579, -2.289, 0.522)
H (1.728, -1.691, -0.445)
H (0.168, -1.361, -0.806)
H (2.129, -4.874, -0.215)
H (2.388, -3.866, 0.951)
O (2.018, -3.948, 0.055)

Output
Strongest force on any atom = 1.2 eV/A
E_LUMO (alpha / beta) = 0.93 / 0.69 eV
Net charge = 0
2S+1 = 2
Gap between HOMO and LUMO (alpha / beta) = 0.145 / 0.392 hartree

---

No. 6
A cluster of 3 separate species, C6H16NO in total in a non-equilibrium geometry, computed with wB97M-V/def2-TZVPD.

CARTESIAN COORDINATES (ANGSTROEM)
C (0.090, -1.138, -1.867)
C (-0.504, 0.063, -1.548)
C (-0.546, 0.558, -0.130)
C (0.325, 1.793, 0.180)
C (-1.901, 0.583, 0.467)
C (-2.472, -0.795, 0.550)
N (3.142, 0.142, 0.494)
H (0.136, -1.369, -2.861)
H (0.485, -1.814, -1.094)
H (0.123, -0.384, 0.330)
H (-1.053, 0.688, -2.382)
H (1.362, 1.738, -0.287)
H (-0.179, 2.682, -0.194)
H (-2.450, 1.277, -0.161)
H (-1.825, 1.073, 1.465)
H (-3.150, -1.007, -0.273)
H (-2.958, -1.063, 1.432)
H (-1.624, -1.506, 0.408)
H (3.800, 0.174, 1.303)
H (2.500, -0.696, 0.664)
H (3.691, 0.206, -0.383)
H (1.558, -1.612, 1.712)
H (0.454, 1.947, 1.230)
O (0.996, -1.543, 0.944)

Output
Strongest force on any atom = 3.6 eV/A
E_LUMO = -9.29 eV
Net charge = +1
Gap between HOMO and LUMO = 0.168 hartree